The following is a quantum chemistry calculation of a 2-piece molecular cluster, C4H6BrNO2S overall, from the Open Molecules 2025 dataset.

CARTESIAN COORDINATES (ANGSTROEM)
C 0.04702 2.46005 0.52452
C 0.17043 -0.39881 -2.00412
C -1.03079 0.03196 1.48053
C 0.91317 -0.28344 -0.72752
N 0.06993 3.32526 1.29444
O -0.67714 -2.14780 0.09747
O 1.20331 -1.38013 1.54008
S 0.10118 -1.08333 0.67341
Br 2.76715 -0.12385 -0.78691
H -0.10463 0.66665 -2.44279
H 0.90434 -0.87374 -2.77175
H -0.71894 -1.04495 -1.70715
H -1.97121 -0.44235 1.87511
H -0.46943 0.50433 2.33778
H -1.20439 0.79013 0.61691

## Properties
LUMO level (spin up / spin down) in eV: -3.9158 / -3.9154
HOMO energy (spin up / spin down) in eV: -9.518 / -9.519
Gap between HOMO and LUMO (spin up / spin down) in eV: 5.603 / 5.604

***

The following is a quantum chemistry calculation of C8H18O4Tl as an isolated structure, from the Open Molecules 2025 dataset.

CARTESIAN COORDINATES (ANGSTROEM)
C -1.15433 -2.80234 2.43887
O -0.63501 -1.88907 1.47444
C 0.72273 -1.50942 1.73539
C 1.14642 -0.39495 0.80874
C 1.28012 -0.76464 -0.65052
O -0.01600 -0.93237 -1.24382
C 0.02698 -1.01621 -2.66725
Tl -1.68148 -1.42163 -0.19027
H -2.18324 -3.04452 2.15003
H -0.54596 -3.71731 2.44785
H -1.14896 -2.33331 3.43181
H 1.35976 -2.40019 1.61525
H 0.78315 -1.17018 2.77956
H 2.10668 0.00429 1.15724
H 1.84828 -1.69828 -0.78562
H 1.79594 0.03746 -1.19706
H -0.99924 -1.15294 -3.02566
H 0.44244 -0.08485 -3.07643
H 0.64463 -1.87168 -2.97291
H 0.42102 0.50929 0.93620
O 0.93385 4.44365 -1.08347
C 0.79369 3.12398 -1.35282
C -0.52092 2.50426 -0.92249
O -0.55645 2.46781 0.49589
C -1.50438 1.67682 1.04203
H 1.65041 2.56789 -0.90681
H 0.93640 2.97397 -2.44886
H -0.60171 1.48997 -1.34595
H -1.37240 3.10224 -1.28727
H -1.50980 1.67649 2.13251
H -2.46263 1.62574 0.51141

## Properties
⟨S²⟩: 0.754
LUMO level (spin up / spin down) in eV: -10.6590 / -10.6682
Spin multiplicity: 2
HOMO energy (spin up / spin down) in eV: -16.742 / -16.733
Net charge: +2
Gap between HOMO and LUMO (spin up / spin down) in eV: 6.083 / 6.065